Below is a 9-piece molecular cluster, C36H70N4O12 overall at a distorted geometry, with properties calculated with ωB97M-V/def2-TZVPD.

Atoms and positions in Å:
O  0.043  4.176  -1.182
C  0.152  4.702  -0.090
N  -0.108  6.017  0.118
C  0.646  3.932  1.107
H  -0.398  6.596  -0.651
H  -0.120  6.389  1.050
H  -0.114  3.845  1.885
H  1.497  4.501  1.488
H  1.002  2.947  0.830
O  -0.139  2.784  -5.800
C  -0.296  3.002  -4.609
N  0.734  3.232  -3.758
C  -1.667  2.989  -3.986
H  1.687  3.139  -4.059
H  0.525  3.547  -2.816
H  -1.696  2.469  -3.025
H  -2.383  2.488  -4.631
H  -2.015  4.009  -3.807
C  6.151  -0.137  -2.170
C  5.550  1.274  -2.103
N  4.096  1.377  -2.126
C  3.445  0.565  -1.102
C  3.776  1.003  0.300
C  3.573  1.118  -3.459
C  3.764  2.342  -4.394
H  5.823  -0.694  -3.047
H  5.978  -0.694  -1.254
H  7.228  0.003  -2.302
H  5.862  1.695  -1.142
H  5.979  1.910  -2.874
H  3.720  -0.500  -1.218
H  2.375  0.583  -1.325
H  3.057  0.570  0.995
H  3.845  2.088  0.405
H  4.773  0.673  0.615
H  4.132  0.311  -3.962
H  2.531  0.800  -3.479
H  3.747  3.261  -3.811
H  4.701  2.273  -4.948
H  2.995  2.327  -5.171
C  1.286  -4.044  -0.017
C  -0.014  -4.527  -0.627
N  0.031  -4.645  -2.073
C  0.337  -3.378  -2.759
C  -0.651  -2.249  -2.573
C  -1.220  -5.210  -2.567
C  -1.315  -6.724  -2.381
H  2.122  -4.713  -0.211
H  1.211  -3.928  1.070
H  1.560  -3.028  -0.321
H  -0.192  -5.520  -0.207
H  -0.857  -3.883  -0.322
H  1.341  -3.122  -2.412
H  0.522  -3.598  -3.812
H  -1.452  -2.221  -3.313
H  -1.122  -2.168  -1.590
H  -0.146  -1.278  -2.676
H  -1.312  -5.002  -3.637
H  -2.110  -4.707  -2.145
H  -1.870  -7.199  -3.187
H  -1.637  -7.070  -1.400
H  -0.292  -7.112  -2.486
O  1.831  0.116  3.630
C  2.401  1.137  3.875
O  2.360  2.191  3.037
C  2.976  3.349  3.602
C  3.799  2.856  4.802
C  3.228  1.467  5.102
H  2.245  4.100  3.899
H  3.648  3.795  2.870
H  3.689  3.524  5.656
H  4.860  2.773  4.577
H  2.555  1.378  5.957
H  3.990  0.712  5.286
O  -2.818  0.585  -1.399
C  -1.984  0.376  -0.569
O  -2.214  -0.506  0.435
C  -1.090  -0.658  1.307
C  0.029  0.244  0.745
C  -0.601  0.972  -0.438
H  -0.748  -1.693  1.283
H  -1.312  -0.371  2.334
H  0.889  -0.364  0.463
H  0.398  0.933  1.503
H  -0.014  0.922  -1.349
H  -0.806  2.016  -0.192
O  -1.159  2.227  4.324
C  -2.243  2.175  3.826
O  -3.006  1.058  3.840
C  -3.970  1.105  2.760
C  -3.743  2.432  2.033
C  -2.971  3.260  3.060
H  -4.968  1.035  3.199
H  -3.868  0.251  2.093
H  -4.684  2.859  1.693
H  -3.136  2.274  1.137
H  -3.705  3.642  3.782
H  -2.372  4.069  2.667
O  1.949  -4.299  5.207
C  0.846  -4.105  4.801
O  -0.181  -4.934  5.120
C  -1.449  -4.370  4.690
C  -1.097  -3.379  3.582
C  0.354  -3.019  3.860
H  -1.792  -3.842  5.586
H  -2.147  -5.161  4.448
H  -1.792  -2.546  3.519
H  -1.146  -3.907  2.624
H  0.475  -2.087  4.419
H  1.008  -3.019  2.995
O  -5.285  -3.307  -1.769
C  -5.623  -2.170  -1.894
O  -5.985  -1.665  -3.100
C  -6.126  -0.245  -3.054
C  -6.228  0.148  -1.580
C  -5.727  -1.091  -0.826
H  -6.989  0.047  -3.649
H  -5.247  0.210  -3.516
H  -7.255  0.347  -1.278
H  -5.603  1.004  -1.335
H  -6.418  -1.426  -0.059
H  -4.700  -1.010  -0.466

Summary:
total energy: -2535.69148 a.u.
SMILES: CCN(CC)CC.CCN(CC)CC.O=C1CCCO1.O=C1CCCO1.O=C1CCCO1.O=C1CCCO1.O=C1CCCO1.CC(N)=O.CC(N)=O
molecular weight: 750.97 u
LUMO: -0.02 eV
net charge: 0
strongest force on any atom: 0.0300 hartree/bohr

Löwdin population analysis, charges in e, atoms 1 to 6: 0.02, -0.55, 0.17, 0.01, 0.11, 0.10

=====

Below is a 2-piece molecular cluster, C5H15N4S overall at a distorted geometry, with properties calculated with ωB97M-V/def2-TZVPD.

Atoms and positions in Å:
C  0.251  0.468  -0.495
C  2.604  -0.302  -0.165
C  1.191  2.870  -0.737
C  -1.052  2.249  -1.415
C  -2.935  -2.113  1.893
N  0.587  -2.982  0.644
N  1.192  -0.342  -0.056
N  0.118  1.675  -0.959
N  -1.603  -2.184  1.427
S  -0.754  -3.431  1.273
H  2.981  -1.368  -0.604
H  2.958  0.360  -0.908
H  3.106  -0.190  0.826
H  1.798  2.557  -0.031
H  1.645  3.302  -1.593
H  0.595  3.615  -0.184
H  -1.640  1.569  -1.918
H  -1.759  2.665  -0.719
H  -0.856  3.053  -2.055
H  -3.358  -2.997  2.404
H  -3.648  -1.998  1.070
H  -2.861  -1.237  2.602
H  -0.680  -0.037  -0.724
H  1.163  -3.841  0.309
H  0.959  -1.362  0.116

Summary:
total energy: -816.35892 a.u.
molecular weight: 163.27 u
energy relative to the best compared isomer or geometry (same formula, charge and spin): 26.2 kcal/mol
LUMO: -3.58 eV
net charge: +1
strongest force on any atom: 0.1306 hartree/bohr

Löwdin population analysis, charges in e, atoms 1 to 6: -0.09, -0.08, 0.09, -0.08, -0.22, -0.39

=====

Below is C25H46GaO3P2S as an isolated structure at a distorted geometry, with properties calculated with ωB97M-V/def2-TZVPD.

Atoms and positions in Å:
Ga  -0.436  0.190  2.170
C  1.071  0.250  4.734
C  2.115  0.805  3.919
C  0.279  2.165  3.717
C  -0.056  1.100  4.640
C  1.637  2.003  3.331
C  1.207  -1.009  5.492
H  1.916  -1.695  5.013
H  0.244  -1.525  5.568
H  1.593  -0.822  6.503
C  -1.344  1.105  5.360
H  -1.511  0.178  5.914
H  -2.181  1.228  4.653
H  -1.401  1.959  6.057
C  -0.601  3.319  3.438
H  -0.583  4.020  4.288
H  -1.651  3.018  3.294
H  -0.293  3.877  2.546
C  2.397  2.958  2.504
H  2.922  3.668  3.154
H  1.726  3.531  1.860
H  3.140  2.455  1.882
C  3.450  0.213  3.713
H  4.204  0.630  4.405
H  3.820  0.398  2.691
H  3.456  -0.878  3.873
C  -0.644  -1.761  1.232
C  0.458  -2.181  1.970
C  1.828  -2.344  1.442
C  2.261  -1.406  0.273
C  1.885  0.021  0.370
C  0.652  0.517  0.038
C  -0.352  -0.252  -0.813
C  -0.705  -1.643  -0.289
H  1.929  -3.370  1.039
H  1.929  -1.852  -0.683
H  2.558  -2.255  2.265
H  -0.100  -2.432  -0.766
H  -1.609  -1.977  1.720
H  0.199  -2.633  2.938
H  -1.757  -1.835  -0.572
H  -1.277  0.343  -0.831
H  0.523  1.612  -0.015
H  -0.023  -0.324  -1.866
H  3.367  -1.437  0.263
H  2.689  0.717  0.646
P  -0.937  -0.422  -4.998
P  -0.591  2.248  -6.480
C  -0.949  -0.517  -6.867
C  -1.289  0.839  -7.487
H  -1.685  -1.273  -7.172
H  0.046  -0.866  -7.179
H  -0.920  0.913  -8.519
H  -2.376  1.007  -7.496
C  -1.384  3.615  -7.419
H  -0.922  4.556  -7.100
H  -2.451  3.633  -7.167
H  -1.256  3.486  -8.501
C  1.049  2.340  -7.316
H  0.917  2.352  -8.406
H  1.670  1.489  -7.017
H  1.527  3.270  -6.989
C  -2.374  -1.523  -4.664
H  -2.415  -1.732  -3.587
H  -2.272  -2.460  -5.225
H  -3.292  -1.003  -4.964
C  0.404  -1.639  -4.669
H  1.359  -1.181  -4.953
H  0.241  -2.555  -5.250
H  0.422  -1.874  -3.596
C  -2.728  -2.724  5.885
S  -2.675  -2.642  4.081
O  -1.917  -3.836  3.696
O  -4.056  -2.596  3.635
O  -1.913  -1.375  3.869
H  -3.078  -3.689  6.268
H  -3.372  -1.960  6.287
H  -1.715  -2.534  6.219

Summary:
total energy: -4211.18888 a.u.
molecular weight: 558.38 u
energy relative to the best compared isomer or geometry (same formula, charge and spin): 8.4 kcal/mol
LUMO: -6.19 eV
net charge: +1
strongest force on any atom: 0.0628 hartree/bohr

Löwdin population analysis, charges in e, atoms 1 to 6: 1.15, -0.21, -0.17, -0.25, -0.25, -0.26